Record 1
The following is a DFT calculation (ωB97M-V/def2-TZVPD) of a 2-piece molecular cluster, C4H10NO2 overall in a non-equilibrium geometry.

```
17
Properties=species:S:1:pos:R:3:mulliken_charge:R:1
O -1.09 4.01 -1.48 -0.532
C -0.68 3.30 -0.57 -0.056
C -0.47 1.81 -0.70 -0.167
N 0.83 1.42 -0.22 -0.751
H -0.26 3.70 0.38 0.329
H -1.23 1.25 -0.20 0.287
H -0.49 1.46 -1.81 0.187
H 0.61 0.59 0.40 0.422
H 1.49 1.18 -0.94 0.224
C 0.51 -1.71 0.90 -0.223
O -0.29 -0.61 0.91 -0.844
C -0.20 -2.97 0.39 -1.072
H 0.97 -2.00 1.88 0.176
H 1.44 -1.53 0.29 0.191
H 0.37 -3.93 0.49 0.314
H -0.42 -2.84 -0.69 0.240
H -1.09 -3.12 0.95 0.276
```

Summary:
Molecular weight in g mol⁻¹: 104.129
Orbital gap in Ha: 0.2647
E in eV: -9894.5147
Energy above the lowest of the compared OMol25 structures with the same formula, charge and spin in kJ/mol: 282.8
Total charge: -1

=====

Record 2
The following is a DFT calculation (ωB97M-V/def2-TZVPD) of C2H2FeLiO2 as an isolated structure in a non-equilibrium geometry.

```
8
Properties=species:S:1:pos:R:3:mulliken_charge:R:1
C -1.10 0.31 -0.41 0.084
C -0.03 -0.53 -0.32 0.154
O 1.06 -0.16 0.42 -0.681
O -1.08 1.55 0.05 -0.650
H -1.55 0.10 -1.43 0.284
Fe 2.36 -1.17 1.20 0.606
Li 0.46 1.50 1.11 0.873
H -0.12 -1.59 -0.62 0.330
```

Summary:
Spin multiplicity: 7
⟨S²⟩: 12.0188
Molecular weight in g mol⁻¹: 120.822
Orbital gap (alpha / beta) in Ha: 0.2904 / 0.3252
E in eV: -40783.9545
Total charge: +1

=====

Record 3
The following is a DFT calculation (ωB97M-V/def2-TZVPD) of C20H56N5O6Ti as an isolated structure in a non-equilibrium geometry.

```
88
Properties=species:S:1:pos:R:3:mulliken_charge:R:1
Ti -3.62 0.52 -0.60 -0.058
O -1.40 0.30 -0.75 0.022
H -0.68 -0.26 -1.01 -0.113
C 1.36 -3.30 0.99 -1.208
C -0.06 -3.31 1.54 0.285
C -0.13 -3.60 3.05 -0.933
O -1.43 -3.33 3.56 -0.250
C -1.62 -3.95 4.79 -0.782
N -0.74 -2.02 1.28 -0.145
H 1.84 -4.27 1.13 0.479
H 1.89 -2.63 1.66 0.262
H 1.38 -3.05 -0.07 0.152
H -0.73 -3.99 1.00 0.526
H 0.57 -2.95 3.57 0.333
H 0.11 -4.66 3.15 0.433
H -1.70 -5.04 4.67 0.300
H -2.54 -3.58 5.24 0.236
H -0.77 -3.78 5.47 0.314
H -0.24 -1.17 1.52 -0.116
H -0.83 -1.89 0.28 0.207
C -2.83 2.07 4.25 -1.525
C -3.36 1.66 2.88 0.381
C -3.67 2.81 1.90 -0.767
O -3.84 2.37 0.53 -0.046
C -3.94 3.44 -0.40 -0.759
N -2.33 0.78 2.37 -0.303
H -1.82 2.49 4.18 0.338
H -2.70 1.18 4.87 0.378
H -3.45 2.80 4.77 0.391
H -4.28 1.09 3.05 0.212
H -2.89 3.57 1.95 0.381
H -4.56 3.38 2.18 0.454
H -4.09 3.06 -1.41 0.247
H -2.97 3.92 -0.57 0.299
H -4.67 4.21 -0.16 0.385
H -2.39 0.79 1.36 -0.001
H -1.40 1.19 2.45 0.231
C -0.18 -3.54 -2.68 -1.109
C -0.04 -2.27 -3.48 1.864
C 0.15 -2.48 -4.99 -0.885
O 1.48 -2.86 -5.29 -0.338
C 1.75 -4.23 -5.34 -0.642
N -1.19 -1.41 -3.19 -0.548
H -1.04 -4.10 -3.02 0.312
H -0.44 -3.19 -1.67 -0.035
H 0.70 -4.16 -2.51 0.397
H 0.92 -1.76 -3.26 -0.769
H 0.10 -1.49 -5.47 0.373
H -0.58 -3.17 -5.44 0.370
H 1.64 -4.72 -4.37 0.236
H 2.78 -4.42 -5.64 0.273
H 1.13 -4.80 -6.04 0.303
H -1.16 -0.68 -3.90 0.334
H -1.17 -0.95 -2.29 -0.327
C 2.34 0.21 0.80 -1.458
C 1.50 0.91 1.85 1.289
C 2.22 1.99 2.64 -1.140
O 3.20 1.51 3.51 -0.344
C 3.90 2.48 4.26 -0.772
N 0.31 1.52 1.24 -0.148
H 1.85 -0.47 0.11 0.072
H 3.31 -0.16 1.14 0.411
H 2.74 1.02 0.17 0.391
H 1.20 0.24 2.67 0.036
H 1.48 2.59 3.19 0.482
H 2.65 2.73 1.95 0.370
H 4.65 1.96 4.85 0.249
H 3.14 2.84 4.97 0.327
H 4.45 3.23 3.68 0.283
H 0.55 2.35 0.71 0.148
H -0.07 0.93 0.49 -0.347
C 0.90 4.08 -1.88 -1.279
C 0.42 3.01 -2.85 0.323
C 1.19 1.69 -2.77 0.221
O 2.41 1.82 -3.45 -0.437
C 3.24 0.69 -3.26 -0.437
N -1.03 2.71 -2.73 -0.639
H 1.98 4.08 -1.69 0.341
H 0.51 3.84 -0.88 0.210
H 0.51 5.08 -2.05 0.423
H 0.52 3.39 -3.88 0.333
H 0.53 0.94 -3.23 -0.019
H 1.20 1.38 -1.72 -0.039
H 3.85 0.78 -2.35 0.257
H 3.97 0.59 -4.06 0.298
H 2.68 -0.25 -3.19 0.075
H -1.16 2.08 -1.92 0.215
H -1.42 3.59 -2.37 0.257
```

Summary:
Spin multiplicity: 4
⟨S²⟩: 3.7516
Molecular weight in g mol⁻¹: 510.564
Orbital gap (alpha / beta) in Ha: 0.2320 / 0.3220
E in eV: -64492.1497
Energy above the lowest of the compared OMol25 structures with the same formula, charge and spin in kJ/mol: 50.8

=====

Copy entry 1 word for word.
The following is a DFT calculation (ωB97M-V/def2-TZVPD) of a 2-piece molecular cluster, C4H10NO2 overall in a non-equilibrium geometry.

```
17
Properties=species:S:1:pos:R:3:mulliken_charge:R:1
O -1.09 4.01 -1.48 -0.532
C -0.68 3.30 -0.57 -0.056
C -0.47 1.81 -0.70 -0.167
N 0.83 1.42 -0.22 -0.751
H -0.26 3.70 0.38 0.329
H -1.23 1.25 -0.20 0.287
H -0.49 1.46 -1.81 0.187
H 0.61 0.59 0.40 0.422
H 1.49 1.18 -0.94 0.224
C 0.51 -1.71 0.90 -0.223
O -0.29 -0.61 0.91 -0.844
C -0.20 -2.97 0.39 -1.072
H 0.97 -2.00 1.88 0.176
H 1.44 -1.53 0.29 0.191
H 0.37 -3.93 0.49 0.314
H -0.42 -2.84 -0.69 0.240
H -1.09 -3.12 0.95 0.276
```

Summary:
Molecular weight in g mol⁻¹: 104.129
Orbital gap in Ha: 0.2647
E in eV: -9894.5147
Energy above the lowest of the compared OMol25 structures with the same formula, charge and spin in kJ/mol: 282.8
Total charge: -1

=====

> What is the molecular weight in the third record?

510.564 g mol⁻¹

=====

> Among the records above, which one has the highest E?

C4H10NO2

=====

> Among the records above, which one has the lowest E?

C20H56N5O6Ti